This record from OMol25 describes C13H32ClInO2P2Si as an isolated structure. The level of theory is wB97M-V/def2-TZVPD.

The geometry in ORCA input format:
```
! wB97M-V def2-TZVPD RIJCOSX def2/J DEFGRID3
* xyz 2 1
C 0.484 0.190 -5.425
C 0.714 -0.224 -6.849
H -1.505 2.936 1.141
H -2.109 0.154 5.276
H 1.697 -2.918 1.741
C 0.171 1.715 3.489
C -1.459 -0.019 1.386
C 0.400 -3.237 -1.944
H -1.604 4.142 -0.160
C 1.710 -3.258 0.700
H -0.395 2.622 3.233
H 0.256 0.483 -7.546
H -2.901 -0.854 4.054
H -1.247 -2.969 1.556
H -2.156 0.814 1.183
Si -0.770 0.119 3.156
H 1.433 3.171 1.307
H 2.404 3.083 -0.174
C -1.178 -3.253 0.500
H -1.225 -4.347 0.436
H 1.160 1.791 3.014
H -0.632 2.278 -2.929
H -2.061 -2.844 -0.004
In -0.043 -0.061 -0.334
C 0.129 2.850 -2.383
P 0.334 -2.580 -0.263
H -3.014 0.906 3.951
H 0.524 -1.180 4.751
Cl -1.243 0.247 -4.975
O 1.318 0.464 -4.611
H -0.408 -2.817 -2.560
H 2.669 -2.960 0.260
H -0.060 3.922 -2.523
C -1.457 3.077 0.055
O 3.199 0.196 1.470
C 0.359 -1.298 3.669
H 0.302 -4.329 -1.933
H 1.356 -1.302 3.207
H 0.349 1.748 4.575
H -2.088 -0.923 1.289
H -2.296 2.522 -0.381
H 1.660 -4.355 0.704
H -0.083 -2.294 3.525
H 1.092 2.582 -2.838
P 0.112 2.452 -0.626
H 1.787 -0.245 -7.016
H 1.351 -2.967 -2.426
C 1.424 3.363 0.228
C -2.337 0.077 4.206
H 1.284 4.441 0.079
C 2.292 0.110 0.789
H 0.302 -1.220 -7.028
*
```

E_LUMO ... -0.2848 hartree
ΔE to the lowest compared entry with this formula, charge and spin ... 12.9 kJ/mol
Kohn-Sham gap ... 7.1 eV
Highest occupied orbital energy ... -14.87 eV

Mulliken population analysis, charges in e, atoms 1 to 4: atom 1 (C): 0.733, atom 2 (C): -1.013, atom 3 (H): 0.232, atom 4 (H): 0.355